#a
Here is a 3-piece molecular cluster, CH2F3NS overall from OMol25. Energies are from ωB97M-V/def2-TZVPD.

```
8
Properties=species:S:1:pos:R:3:nbo_charge:R:1
C -2.89 2.34 -1.32 0.08
N -2.05 1.87 -0.66 -0.32
H -3.65 2.77 -1.93 0.24
F 3.71 -2.15 0.29 -0.46
S 3.24 -1.50 1.74 0.93
F 2.33 -2.79 2.31 -0.47
F -0.13 -0.42 -0.60 -0.56
H -0.56 -0.13 0.17 0.56
```

LUMO energy = -0.17 eV
Structure (SMILES) = C#N.FSF.F
Orbital gap = 9.67 eV

#b
Here is one molecule with the formula CH2F3NS from OMol25. Energies are from ωB97M-V/def2-TZVPD.

```
8
Properties=species:S:1:pos:R:3:nbo_charge:R:1
C -0.19 -0.03 0.03 0.08
N -1.37 0.14 -0.26 -0.65
F -3.71 0.26 -1.28 -0.45
F -3.22 1.05 0.88 -0.54
F -1.81 1.34 -2.22 -0.58
S -2.57 1.22 -0.66 1.81
H 0.15 -1.09 0.36 0.16
H 0.61 0.60 0.15 0.16
```

LUMO energy = -0.07 eV
Orbital gap = 10.38 eV

Verdict on stability: #a comes out on top.

#a
Here is a 2-piece molecular cluster, C3H12N2O overall from OMol25. Energies are from ωB97M-V/def2-TZVPD.

```
18
Properties=species:S:1:pos:R:3:lowdin_spin:R:1
N -0.41 -0.91 0.18 0.09
C 0.20 0.18 -0.60 0.08
C 0.96 -0.31 -1.84 0.09
C -0.87 1.27 -0.85 0.03
N -1.50 1.74 0.35 0.02
H -0.73 -1.67 -0.40 0.05
H 0.32 -1.34 0.77 0.10
H 0.92 0.63 0.08 0.04
H 2.00 -0.48 -1.56 0.03
H 0.53 -1.23 -2.21 0.02
H 0.97 0.46 -2.63 0.01
H -1.65 0.96 -1.55 0.00
H -0.33 2.06 -1.39 0.00
H -0.91 1.81 1.17 0.02
H -2.29 1.14 0.53 0.01
H 1.34 -2.10 3.23 0.11
H 0.35 -0.98 3.08 0.06
O 1.09 -1.24 3.64 0.24
```

LUMO energy (alpha / beta) = 4.08 / 3.89 eV
Charge = -1
Spin multiplicity = 2
⟨S²⟩ = 0.751
Orbital gap (alpha / beta) = 3.05 / 9.46 eV

#b
Here is a 2-piece molecular cluster, C3H12N2O overall from OMol25. Energies are from ωB97M-V/def2-TZVPD.

```
18
Properties=species:S:1:pos:R:3:lowdin_spin:R:1
N 1.29 1.36 -0.38 0.02
C 0.14 0.49 -0.73 0.12
C 0.41 -0.91 -1.27 0.05
N 1.10 -1.73 -0.29 0.00
C 1.66 -3.02 -0.48 0.03
H 1.35 2.12 -1.03 0.01
H 2.13 0.81 -0.47 0.00
H -0.49 0.95 -1.46 0.03
H -0.44 0.31 0.18 0.04
H 0.95 -0.94 -2.22 0.01
H -0.61 -1.27 -1.46 0.02
H 1.08 -1.32 0.62 0.01
H 1.43 -3.35 -1.50 0.00
H 1.18 -3.73 0.18 0.00
H 2.74 -3.02 -0.38 0.00
H -4.65 3.42 3.32 0.11
H -4.03 2.47 2.32 0.14
O -3.88 3.35 2.73 0.40
```

LUMO energy (alpha / beta) = 3.30 / 3.19 eV
Charge = -1
Spin multiplicity = 2
⟨S²⟩ = 0.750
Orbital gap (alpha / beta) = 1.91 / 8.75 eV

Verdict on stability: #a comes out on top.

#a
Here is a 2-piece molecular cluster, C3H12N2O overall from OMol25. Energies are from ωB97M-V/def2-TZVPD.

```
18
Properties=species:S:1:pos:R:3:lowdin_spin:R:1
C -2.15 0.70 -0.39 0.29
C -1.35 -0.37 0.34 0.09
N 0.07 0.00 0.45 0.03
C 0.91 -1.11 0.84 0.06
N 2.32 -0.77 0.80 0.02
H -2.08 1.67 0.12 0.07
H -3.20 0.41 -0.46 0.04
H -1.70 0.90 -1.36 0.05
H -1.79 -0.51 1.32 0.02
H -1.38 -1.26 -0.29 0.01
H 0.22 0.77 1.07 0.05
H 0.81 -1.87 0.06 0.01
H 0.71 -1.59 1.80 0.01
H 2.50 -0.34 -0.10 0.01
H 2.54 -0.12 1.54 0.01
H 0.72 0.79 -1.39 0.02
H 1.31 1.75 -2.44 0.06
O 1.53 0.97 -1.91 0.15
```

LUMO energy (alpha / beta) = 4.18 / 4.07 eV
Charge = -1
Spin multiplicity = 2
⟨S²⟩ = 0.750
Orbital gap (alpha / beta) = 2.88 / 9.78 eV

#b
Here is a 3-piece molecular cluster, C3H12N2O overall from OMol25. Energies are from ωB97M-V/def2-TZVPD.

```
18
Properties=species:S:1:pos:R:3:lowdin_spin:R:1
C -1.92 -1.55 -0.05 0.02
C -2.89 -0.72 0.30 0.07
N 0.06 2.30 -0.19 0.28
H -1.17 -1.28 -0.78 0.00
H 0.62 0.68 -0.68 0.02
H -1.62 -2.41 0.55 0.00
H -2.87 0.31 -0.07 0.04
H -3.56 -0.80 1.15 0.01
H 0.80 2.70 0.41 0.13
H -0.73 2.33 0.46 0.13
H -0.04 2.87 -1.02 0.11
N 2.07 -0.71 0.89 0.03
C 2.07 -0.63 -0.55 0.05
O 0.79 -0.25 -1.01 0.05
H 1.63 0.11 1.30 0.05
H 1.44 -1.45 1.18 0.00
H 2.90 0.04 -0.87 0.02
H 2.42 -1.55 -1.03 0.00
```

LUMO energy (alpha / beta) = 4.11 / 3.95 eV
Charge = -1
Spin multiplicity = 2
⟨S²⟩ = 0.750
Orbital gap (alpha / beta) = 3.21 / 9.79 eV

Verdict on stability: #a comes out on top.

#a
Here is a 2-piece molecular cluster, CH2ClO3S overall from OMol25. Energies are from ωB97M-V/def2-TZVPD.

```
8
Properties=species:S:1:pos:R:3:nbo_charge:R:1
C -0.28 0.71 -0.14 -0.34
O 3.32 -2.11 -0.09 -0.99
O 3.88 -0.61 1.80 -0.99
O 2.18 -2.38 2.08 -1.00
S 2.89 -1.49 1.16 2.02
Cl -0.10 2.27 0.60 -0.04
H 0.60 0.10 0.03 0.18
H -1.22 0.25 0.15 0.16
```

LUMO energy (alpha / beta) = 2.37 / 3.28 eV
Charge = -1
Orbital gap (alpha / beta) = 5.63 / 8.44 eV

#b
Here is an isolated ion of composition CH2ClO3S and charge -1 from OMol25. Energies are from ωB97M-V/def2-TZVPD.

```
8
Properties=species:S:1:pos:R:3:nbo_charge:R:1
C -0.36 -0.22 0.02 -0.17
O 1.19 1.63 0.17 -1.06
O 2.16 -0.65 0.57 -1.05
O -1.11 0.31 -1.01 -0.71
S 1.43 0.27 -0.31 1.50
Cl -0.54 -1.97 0.06 -0.14
H -0.79 0.13 1.06 0.16
H -1.98 0.50 -0.56 0.46
```

LUMO energy = 3.64 eV
Charge = -1
Orbital gap = 6.94 eV

Verdict on stability: #b comes out on top.

#a
Here is one molecule with the formula C4H5F2NO from OMol25. Energies are from ωB97M-V/def2-TZVPD.

```
13
Properties=species:S:1:pos:R:3:nbo_charge:R:1
O -3.12 -0.36 -0.05 -0.59
C -1.92 -0.32 -0.20 0.54
N -1.12 0.76 0.02 -0.62
C 0.26 0.85 -0.43 -0.12
C 1.29 1.19 0.60 -0.48
C 1.21 -0.16 0.05 0.68
F 2.19 -0.58 -0.80 -0.33
F 0.82 -1.25 0.80 -0.32
H -1.33 -1.23 -0.56 0.11
H -1.63 1.59 0.30 0.41
H 0.37 1.16 -1.46 0.23
H 2.13 1.78 0.28 0.24
H 1.09 1.30 1.68 0.26
```

LUMO energy = 0.75 eV
Structure (SMILES) = O=CN[C@H]1CC1(F)F
Orbital gap = 10.88 eV

#b
Here is one molecule with the formula C4H5F2NO from OMol25. Energies are from ωB97M-V/def2-TZVPD.

```
13
Properties=species:S:1:pos:R:3:nbo_charge:R:1
O -3.00 -0.42 0.03 -0.59
C -1.83 -0.30 -0.27 0.53
N -1.14 0.85 -0.07 -0.63
C 0.24 0.87 -0.44 -0.12
C 1.34 1.16 0.63 -0.48
C 1.17 -0.20 0.04 0.68
F 2.12 -0.64 -0.78 -0.31
F 0.73 -1.21 0.81 -0.32
H -1.25 -1.11 -0.68 0.12
H -1.60 1.66 0.36 0.42
H 0.50 1.25 -1.44 0.22
H 2.21 1.74 0.34 0.24
H 0.95 1.34 1.65 0.24
```

LUMO energy = 0.80 eV
Structure (SMILES) = O=CN[C@H]1CC1(F)F
Orbital gap = 10.89 eV

Verdict on stability: #b comes out on top.

#a
Here is one molecule with the formula C5H5N3 from OMol25. Energies are from ωB97M-V/def2-TZVPD.

```
13
Properties=species:S:1:pos:R:3:nbo_charge:R:1
N 3.47 0.01 -0.53 -0.31
C 2.38 -0.15 -0.05 0.26
C 0.92 -0.10 0.60 -0.16
N 0.49 1.32 0.52 -0.43
C -0.44 1.33 -0.45 0.27
N -0.93 0.15 -0.97 -0.44
C -1.55 -0.53 0.20 -0.25
C -0.16 -0.88 -0.22 -0.11
H 0.95 -0.52 1.58 0.24
H -0.98 2.23 -0.90 0.22
H -2.48 -1.18 0.08 0.23
H -1.74 0.16 1.03 0.22
H 0.08 -1.85 -0.90 0.26
```

LUMO energy = 0.55 eV
Structure (SMILES) = N#C[C@H]1N=CN2C[C@H]12
Orbital gap = 10.93 eV

#b
Here is one molecule with the formula C5H5N3 from OMol25. Energies are from ωB97M-V/def2-TZVPD.

```
13
Properties=species:S:1:pos:R:3:nbo_charge:R:1
H 2.45 2.41 -0.53 0.34
N 2.72 1.74 0.03 -0.54
C 2.01 0.67 -0.19 0.52
N 2.15 -0.70 0.32 -0.44
C 0.96 -1.20 0.49 0.09
C -0.09 -0.14 0.22 0.15
C -1.45 -0.57 0.39 -0.28
C -2.51 0.10 -0.27 -0.26
N 0.52 0.71 -0.49 -0.43
H 0.72 -2.33 0.55 0.21
H -1.64 -1.49 0.85 0.22
H -3.53 -0.21 -0.35 0.20
H -2.31 1.03 -1.04 0.22
```

LUMO energy = -1.29 eV
Structure (SMILES) = [H]/N=C1/N=CC(C=C)=N1
Orbital gap = 8.53 eV

#c
Here is C5H5N3 as an isolated structure from OMol25. Energies are from ωB97M-V/def2-TZVPD.

```
13
Properties=species:S:1:pos:R:3:nbo_charge:R:1
C 1.42 -0.18 0.93 -0.21
C 0.24 0.10 -0.65 0.11
C -0.71 0.54 -1.44 -0.03
C -1.43 -0.73 0.73 0.00
C -0.08 -0.51 0.51 -0.06
H 2.03 -1.05 0.98 0.21
H 1.48 0.50 1.88 0.22
H 2.01 1.35 -0.38 0.39
H -0.44 1.22 -2.28 0.20
H -1.76 -1.27 1.67 0.20
N 1.59 0.37 -0.43 -0.60
N -2.01 0.22 -1.32 -0.18
N -2.33 -0.55 -0.20 -0.23
```

LUMO energy = 0.52 eV
Orbital gap = 9.78 eV

Verdict on stability: #a comes out on top.

#a
Here is a 2-piece molecular cluster, CH2FNO2 overall from OMol25. Energies are from ωB97M-V/def2-TZVPD.

```
7
Properties=species:S:1:pos:R:3:nbo_charge:R:1
C 0.04 1.10 0.84 0.86
N -0.13 -1.28 -0.72 -0.38
O 0.40 1.53 1.89 -0.53
O -0.22 -1.04 0.56 -0.33
F -0.09 1.82 -0.22 -0.31
H -0.83 -0.99 -1.33 0.35
H 0.83 -1.13 -1.01 0.34
```

LUMO energy (alpha / beta) = -0.40 / -0.66 eV
Orbital gap (alpha / beta) = 8.92 / 8.97 eV

#b
Here is a 2-piece molecular cluster, CH2FNO2 overall from OMol25. Energies are from ωB97M-V/def2-TZVPD.

```
7
Properties=species:S:1:pos:R:3:nbo_charge:R:1
C -1.24 -0.09 -0.74 -0.06
N -1.07 -1.08 -0.13 0.22
O -0.94 -2.16 0.39 -0.40
H -1.41 0.87 -1.05 0.24
O 2.37 -2.00 -0.26 -0.32
F 1.82 -1.04 0.53 -0.13
H 3.41 -2.02 -0.21 0.46
```

LUMO energy = 0.67 eV
Structure (SMILES) = C#[N+][O-].OF
Orbital gap = 10.60 eV

#c
Here is CH2FNO2 as an isolated structure from OMol25. Energies are from ωB97M-V/def2-TZVPD.

```
7
Properties=species:S:1:pos:R:3:nbo_charge:R:1
C -0.14 -0.26 0.37 0.12
N -1.44 -0.45 0.90 0.40
O -1.83 -1.20 1.71 -0.14
O -2.60 0.69 0.13 -0.52
F 0.75 -0.98 1.11 -0.32
H -0.10 -0.64 -0.67 0.23
H 0.13 0.80 0.40 0.24
```

LUMO energy (alpha / beta) = -1.77 / -1.77 eV
Orbital gap (alpha / beta) = 8.54 / 8.54 eV

Verdict on stability: #a comes out on top.

#a
Here is C4H4N2O2 as an isolated structure from OMol25. Energies are from ωB97M-V/def2-TZVPD.

```
12
Properties=species:S:1:pos:R:3:nbo_charge:R:1
C -0.18 -0.95 0.18 -0.24
C 0.83 -0.02 0.75 -0.40
C 2.12 0.15 -0.06 0.26
C -0.14 1.09 0.07 0.69
H -2.61 0.02 -1.34 0.49
H -0.69 -1.56 0.93 0.23
H 0.25 -1.65 -0.62 0.22
H 0.94 0.16 1.84 0.28
N -0.84 0.09 -0.52 -0.18
N 2.92 0.36 -0.90 -0.30
O -2.27 0.04 -0.42 -0.54
O -0.35 2.27 0.08 -0.51
```

LUMO energy = 0.30 eV
Orbital gap = 10.67 eV

#b
Here is one molecule with the formula C4H4N2O2 from OMol25. Energies are from ωB97M-V/def2-TZVPD.

```
12
Properties=species:S:1:pos:R:3:nbo_charge:R:1
O -0.78 -1.17 1.81 -0.65
C -0.32 -0.56 0.74 0.55
C -0.08 -1.17 -0.47 -0.43
C 0.33 -0.36 -1.44 0.10
N 0.67 1.03 -1.37 -0.49
C 0.44 1.43 -0.19 0.68
O 0.37 2.81 0.20 -0.68
N -0.06 0.72 0.91 -0.57
H -1.00 -2.19 1.80 0.51
H 0.36 -2.27 -0.66 0.25
H 0.30 -0.89 -2.51 0.21
H -0.23 2.61 1.18 0.51
```

LUMO energy = 0.34 eV
Structure (SMILES) = Oc1ccnc(O)n1
Orbital gap = 10.18 eV

Verdict on stability: #b comes out on top.